Density functional theory data (the ωB97M-V functional and the def2-TZVPD basis) for a molecular structure, C16H36AlCl28FO4PS2 at a distorted geometry.

```
89
Properties=species:S:1:pos:R:3:forces:R:3:mulliken_charge:R:1
C -2.88642 -0.00508 -0.58852 0.8 0.1 0.9 -1.360
C -1.81839 -0.45816 0.42823 -0.6 1.2 -0.6 -0.405
Al -0.63782 1.07805 0.92803 -0.1 -1.7 0.1 -0.324
P -0.90535 1.85223 3.15300 0.7 1.1 -0.5 0.511
O -0.70165 0.70148 4.27699 -0.5 0.0 0.2 -0.441
O -2.43146 2.39651 3.36156 -0.1 -0.8 0.8 -0.496
S 0.38409 3.26404 3.51081 0.1 0.1 0.2 -0.411
S -0.84844 2.94514 -0.50095 -0.1 -1.2 0.6 1.044
O 0.01617 2.78277 -1.61363 0.8 -0.6 -1.8 -0.637
O -0.66262 4.13848 0.22488 -0.1 2.2 1.3 -0.507
F -2.30776 3.10768 -1.13839 -0.5 -0.1 -0.1 -0.253
H -2.38836 0.46445 -1.40588 0.2 0.2 -1.0 0.215
H -3.50817 -0.80199 -0.93646 -0.5 -0.5 -0.3 0.387
H -3.47645 0.77247 -0.15099 -0.8 0.4 0.2 0.372
H -1.23484 -1.20862 -0.06461 0.7 -0.6 -0.1 0.397
H -2.32231 -0.91011 1.26327 -0.1 -0.4 0.6 0.385
H 0.84568 0.61054 0.79139 0.2 0.2 -0.2 -0.074
H -0.67428 -0.16448 3.86743 -0.1 -0.4 -0.1 0.275
H -2.66843 2.89725 2.58195 -0.2 0.4 -0.3 0.337
C 4.40899 1.52945 0.70263 -0.1 0.1 0.1 -0.392
Cl 3.04190 1.61491 1.80098 0.4 0.3 0.0 0.010
Cl 5.01577 -0.12967 0.50951 0.1 -0.1 -0.1 -0.194
H 4.10046 1.89994 -0.26663 -0.1 -0.1 -0.1 0.253
H 5.21402 2.13433 1.09742 0.1 0.0 0.0 0.294
C 2.76909 0.23869 5.67166 0.0 0.1 -0.1 -0.208
Cl 3.03645 -0.80937 4.27646 -0.1 -0.1 0.1 -0.072
Cl 3.85056 -0.16316 7.02168 0.0 0.0 0.0 -0.206
H 2.95003 1.26234 5.37168 0.1 0.1 0.0 0.266
H 1.74576 0.12308 5.99931 -0.1 -0.1 0.0 0.221
C 0.15395 0.98813 -4.69081 0.2 -0.4 0.1 0.148
Cl 1.54767 0.43419 -5.64462 0.0 0.1 0.0 -0.176
Cl -0.96829 -0.34069 -4.36742 0.0 0.0 0.0 -0.165
H 0.50779 1.37942 -3.74550 0.0 0.0 0.1 0.099
H -0.36508 1.74384 -5.24486 -0.1 0.1 -0.3 0.045
C -2.46697 4.31721 -5.32182 0.0 0.0 0.1 -0.352
Cl -2.47298 3.34599 -6.80937 0.0 0.0 -0.1 -0.194
Cl -1.55451 3.54562 -4.03017 -0.2 0.4 0.0 -0.007
H -2.01664 5.27553 -5.54150 0.1 0.0 -0.1 0.289
H -3.48925 4.44908 -4.99447 -0.1 -0.1 0.0 0.274
C -1.75408 -5.29621 3.25242 0.1 0.2 0.0 -0.179
Cl -1.37421 -5.51445 1.54417 0.5 -0.1 0.1 -0.160
Cl -1.29699 -3.69378 3.84887 0.0 0.0 0.0 -0.117
H -2.81815 -5.42617 3.37977 0.0 0.3 -0.1 0.075
H -1.21293 -6.03835 3.82412 0.1 0.0 0.0 0.349
C -2.05366 6.96674 0.48009 0.2 -0.1 0.0 1.136
Cl -2.55035 7.06901 2.17306 0.0 0.1 0.0 -0.194
Cl -3.39532 6.48824 -0.57238 0.0 0.0 -0.1 -0.212
H -1.70114 7.93965 0.16729 -0.2 0.0 0.0 -0.511
H -1.26902 6.22316 0.39730 -0.1 -0.1 0.0 -0.162
C 3.05877 -3.44545 -2.72881 0.0 0.2 0.0 -0.103
Cl 2.59480 -5.00148 -3.44244 0.0 -0.1 0.0 -0.101
Cl 2.01300 -2.13353 -3.26284 0.0 -0.1 0.0 -0.041
H 2.99453 -3.52781 -1.65455 -0.1 -0.1 0.2 0.232
H 4.07230 -3.22251 -3.03209 0.1 0.0 -0.1 0.014
C 0.20446 10.38105 -0.76453 0.0 0.0 0.0 -0.312
Cl -1.18079 10.46497 0.33421 0.0 0.1 0.0 -0.154
Cl 0.79613 8.72758 -0.95221 0.0 0.0 -0.2 -0.129
H -0.09839 10.75003 -1.73456 -0.1 0.0 -0.1 0.320
H 1.00082 10.99168 -0.36129 0.1 0.0 0.1 0.272
C 1.79017 8.19244 2.46871 -0.2 -0.2 0.1 0.062
Cl 1.23192 6.71646 3.24641 0.0 0.0 0.0 -0.056
Cl 3.48210 8.56743 2.86030 0.0 0.1 0.0 -0.202
H 1.70907 8.06778 1.39738 0.1 0.0 0.0 -0.097
H 1.17051 9.01544 2.80146 0.0 0.1 0.1 0.278
C 6.49312 -2.94714 -5.43405 0.0 0.1 0.0 -0.308
Cl 5.23823 -1.70699 -5.34734 0.0 0.0 0.0 -0.091
Cl 5.96884 -4.45458 -4.67367 0.1 -0.1 0.0 -0.137
H 6.71802 -3.14433 -6.47309 -0.1 0.0 -0.1 0.272
H 7.37318 -2.58770 -4.91871 0.0 0.0 0.1 0.287
C 3.62597 -4.35423 3.06321 0.0 0.1 0.0 -0.384
Cl 3.71749 -6.05077 2.55852 0.0 0.0 0.0 -0.183
Cl 2.13952 -3.57950 2.52157 0.0 -0.1 -0.1 -0.025
H 3.66229 -4.31284 4.14326 -0.1 0.0 0.1 0.314
H 4.46740 -3.82264 2.63978 0.0 0.0 -0.1 0.284
C 0.76566 -7.91659 -5.35469 0.0 0.1 0.0 -0.146
Cl 1.77834 -8.70461 -4.14010 0.0 0.0 0.0 -0.152
Cl -0.83275 -8.66534 -5.47142 0.0 0.0 0.0 -0.167
H 0.64275 -6.87757 -5.07879 -0.1 0.0 0.1 0.174
H 1.25444 -7.99641 -6.31544 0.0 -0.1 -0.1 0.280
C -5.39148 -7.50110 4.86331 0.0 0.0 0.0 -0.257
Cl -5.28251 -6.36563 6.21102 0.0 0.0 0.0 -0.149
Cl -3.92005 -7.50254 3.88251 -0.3 -0.4 0.0 -0.118
H -5.54373 -8.49585 5.25847 0.1 -0.1 0.1 0.292
H -6.22319 -7.21427 4.23479 0.0 0.1 -0.1 0.241
C -5.83757 -5.19987 0.06183 0.1 0.0 0.0 -0.271
Cl -4.11463 -5.05528 0.42824 -0.4 0.0 -0.1 -0.030
Cl -6.62735 -3.62727 -0.12340 0.0 0.0 0.0 -0.159
H -5.94973 -5.75128 -0.86188 0.0 0.0 -0.1 0.285
H -6.31771 -5.72908 0.87394 0.0 0.0 0.1 0.188
```
Positions in Å, forces in eV/Å.

The multiplicity is 1. As for the charge: -1. The LUMO energy comes out at 1.590 eV.